a | Here is the molecule C24H31N3O4S from the OMol25 dataset. Energies are from wB97M-V/def2-TZVPD.

- total charge = 0
- highest occupied orbital energy (eV) = -7.340
- SMILES = COc1ccc(N2CCN(C(=O)[C@H]3CCCN(S(=O)(=O)c4ccc(C)cc4)C3)CC2)cc1

Each line ends with the natural charge from an NBO analysis.
Positions of all 63 atoms, in Å:
C  -1.32  4.94  -1.20  -0.25
H  -1.43  5.60  -0.33  0.17
O  -0.49  3.84  -0.91  -0.50
C  -0.89  2.97  0.06  0.27
C  -2.04  3.08  0.83  -0.28
C  -2.34  2.13  1.78  -0.23
C  -1.52  1.02  2.01  0.13
C  -0.36  0.92  1.24  -0.21
C  -0.06  1.88  0.29  -0.25
H  0.84  1.79  -0.30  0.23
H  0.33  0.11  1.36  0.21
N  -1.86  0.12  3.03  -0.43
C  -0.98  -0.97  3.38  -0.22
H  0.04  -0.73  3.11  0.22
C  -1.44  -2.29  2.70  -0.24
N  -2.27  -1.98  1.56  -0.44
C  -1.90  -1.94  0.26  0.71
O  -2.67  -1.56  -0.61  -0.64
C  -0.51  -2.46  -0.09  -0.36
H  0.20  -2.31  0.72  0.24
C  0.03  -1.68  -1.30  -0.23
N  1.32  -2.17  -1.71  -0.68
S  2.59  -1.65  -0.74  2.30
O  2.24  -1.63  0.66  -0.97
O  3.75  -2.40  -1.11  -0.94
C  2.78  0.05  -1.27  -0.27
C  2.40  0.44  -2.54  -0.21
C  2.52  1.77  -2.91  -0.21
C  3.03  2.71  -2.01  0.01
C  3.44  2.28  -0.75  -0.21
C  3.31  0.96  -0.38  -0.21
H  3.60  0.62  0.60  0.24
H  3.84  3.00  -0.05  0.22
C  3.08  4.15  -2.38  -0.63
H  3.90  4.66  -1.87  0.22
H  2.15  4.63  -2.08  0.23
H  3.20  4.28  -3.46  0.22
H  2.21  2.08  -3.89  0.22
H  2.00  -0.30  -3.22  0.24
C  1.33  -3.59  -2.03  -0.23
C  0.82  -4.43  -0.86  -0.42
C  -0.57  -3.95  -0.45  -0.38
H  -0.93  -4.53  0.41  0.21
H  -1.28  -4.09  -1.27  0.21
H  1.51  -4.33  -0.03  0.21
H  0.78  -5.48  -1.16  0.22
H  2.37  -3.85  -2.27  0.24
H  0.71  -3.74  -2.92  0.20
H  0.14  -0.63  -1.05  0.23
H  -0.67  -1.77  -2.14  0.23
C  -3.51  -1.34  1.95  -0.25
C  -3.24  -0.34  3.09  -0.22
H  -3.93  0.49  3.03  0.21
H  -3.37  -0.82  4.07  0.19
H  -4.24  -2.10  2.26  0.19
H  -3.89  -0.83  1.06  0.25
H  -2.05  -2.88  3.40  0.20
H  -0.58  -2.90  2.42  0.22
H  -1.02  -1.09  4.47  0.20
H  -3.24  2.27  2.37  0.21
H  -2.72  3.91  0.70  0.22
H  -0.84  5.48  -2.01  0.19
H  -2.31  4.61  -1.53  0.18


b | Here is the molecule C24H31N3O4S from the OMol25 dataset. Energies are from wB97M-V/def2-TZVPD.

- total charge = 0
- highest occupied orbital energy (eV) = -7.395
- SMILES = CCOc1cc(NC(=S)NC[C@@H]2CCCO2)c(OCC)cc1NC(=O)c1ccc(C)cc1

Each line ends with the natural charge from an NBO analysis.
Positions of all 63 atoms, in Å:
C  1.49  2.25  4.43  -0.64
C  2.59  1.44  3.75  -0.06
H  3.27  1.04  4.50  0.19
H  3.16  2.06  3.06  0.17
O  2.09  0.29  3.10  -0.52
C  1.41  0.42  1.91  0.25
C  1.28  1.59  1.18  -0.29
C  0.58  1.65  -0.03  0.09
C  0.00  0.46  -0.52  0.33
C  0.14  -0.71  0.21  -0.33
C  0.82  -0.75  1.41  0.18
N  0.98  -1.92  2.16  -0.62
C  0.52  -3.17  1.91  0.66
O  -0.12  -3.48  0.91  -0.62
C  0.88  -4.17  2.95  -0.10
C  1.01  -5.50  2.56  -0.16
C  1.33  -6.48  3.48  -0.22
C  1.53  -6.16  4.81  0.01
C  1.37  -4.83  5.21  -0.22
C  1.06  -3.85  4.30  -0.20
H  0.92  -2.84  4.64  0.21
H  1.50  -4.58  6.25  0.21
C  1.86  -7.21  5.82  -0.63
H  0.99  -7.43  6.44  0.22
H  2.17  -8.14  5.34  0.22
H  2.66  -6.88  6.48  0.22
H  1.44  -7.50  3.15  0.21
H  0.85  -5.75  1.52  0.23
H  1.54  -1.77  2.99  0.42
H  -0.27  -1.64  -0.16  0.27
O  -0.66  0.50  -1.72  -0.54
C  -1.32  -0.67  -2.19  -0.06
C  -2.17  -0.26  -3.38  -0.64
H  -3.01  0.35  -3.06  0.20
H  -2.56  -1.15  -3.87  0.22
H  -1.58  0.31  -4.09  0.24
H  -0.58  -1.42  -2.49  0.18
H  -1.95  -1.09  -1.40  0.18
N  0.61  2.90  -0.65  -0.59
C  -0.18  3.63  -1.48  0.31
N  -1.29  3.12  -2.03  -0.60
H  -1.34  2.10  -2.08  0.43
C  -2.01  3.84  -3.05  -0.24
H  -2.07  4.89  -2.73  0.24
H  -3.02  3.42  -3.11  0.20
C  -1.33  3.79  -4.42  0.08
C  -1.98  4.76  -5.42  -0.43
H  -1.40  5.67  -5.54  0.23
C  -2.07  3.93  -6.71  -0.43
H  -2.89  4.22  -7.35  0.21
C  -2.24  2.52  -6.14  -0.06
H  -1.91  1.73  -6.81  0.19
O  -1.42  2.48  -4.99  -0.55
H  -3.29  2.35  -5.86  0.15
H  -1.13  3.99  -7.26  0.21
H  -2.98  5.02  -5.08  0.20
H  -0.27  4.01  -4.29  0.20
S  0.27  5.22  -1.69  -0.32
H  1.32  3.51  -0.25  0.42
H  1.72  2.50  1.54  0.21
H  0.77  2.63  3.71  0.22
H  1.94  3.10  4.96  0.22
H  0.96  1.64  5.15  0.21


Which of them is the most stable, and which is the least stable? b and a, in that order.


a | Here is a cluster of 2 separate species, C16H17NO in total from the OMol25 dataset. Energies are from wB97M-V/def2-TZVPD.

- total charge = 0
- highest occupied orbital energy (eV) = -7.636
- SMILES = Cc1c[nH]c2ccccc12.Cc1ccc(O)cc1

Each line ends with the natural charge from an NBO analysis.
Positions of all 35 atoms, in Å:
C  2.40  0.91  -2.81  -0.63
C  -0.07  3.12  -0.94  -0.29
C  1.14  2.50  -1.29  -0.18
C  -1.20  2.73  -1.63  0.30
C  1.15  1.57  -2.29  -0.10
C  -1.28  1.82  -2.68  -0.25
C  -0.03  1.33  -3.04  -0.17
O  -2.40  3.36  -1.31  -0.68
H  -0.17  3.64  -0.01  0.22
H  2.06  2.72  -0.73  0.22
H  -2.31  3.57  -0.36  0.47
H  -2.15  1.47  -3.18  0.24
H  2.89  0.33  -2.08  0.22
H  3.00  1.71  -3.30  0.22
H  0.07  0.63  -3.84  0.21
H  2.24  0.11  -3.57  0.22
C  1.19  -0.76  3.81  -0.63
C  -0.56  -1.38  0.57  0.17
C  -0.58  -1.46  2.01  -0.12
C  0.69  -0.93  2.45  -0.08
C  1.29  -0.33  1.38  -0.03
C  -2.06  -3.24  0.46  -0.22
C  -1.26  -2.32  -0.20  -0.24
C  -2.31  -3.19  1.80  -0.25
C  -1.46  -2.33  2.61  -0.18
N  0.57  -0.65  0.20  -0.56
H  -2.35  -4.13  -0.11  0.21
H  -1.07  -2.50  -1.24  0.22
H  -2.99  -3.71  2.43  0.22
H  -1.53  -2.54  3.69  0.21
H  0.69  -0.07  -0.61  0.42
H  2.30  0.01  1.13  0.21
H  1.65  -1.67  4.22  0.21
H  0.47  -0.38  4.55  0.22
H  1.96  0.03  3.92  0.22


b | Here is a cluster of 2 separate species, C16H17NO in total from the OMol25 dataset. Energies are from wB97M-V/def2-TZVPD.

- total charge = 0
- highest occupied orbital energy (eV) = -7.799
- SMILES = Cc1c[nH]c2ccccc12.Cc1ccc(O)cc1

Each line ends with the natural charge from an NBO analysis.
Positions of all 35 atoms, in Å:
C  -1.07  1.00  -1.77  -0.65
C  -2.74  -0.64  -0.57  -0.05
C  -1.51  -0.39  -1.27  -0.07
C  -1.73  -2.60  -0.99  0.16
C  -0.86  -1.53  -1.45  -0.15
C  -1.34  -4.02  -0.92  -0.23
C  0.31  -2.01  -2.14  -0.21
C  -0.10  -4.32  -1.38  -0.23
C  0.59  -3.36  -2.20  -0.24
N  -2.88  -2.05  -0.53  -0.52
H  -3.52  0.05  -0.24  0.22
H  -3.80  -2.48  -0.59  0.42
H  -1.06  1.86  -1.05  0.23
H  -1.57  1.60  -2.68  0.21
H  -2.09  -4.77  -0.59  0.22
H  0.92  -1.37  -2.76  0.22
H  0.39  -5.28  -1.40  0.22
H  1.55  -3.53  -2.66  0.21
H  -0.08  0.94  -2.10  0.23
C  1.28  4.13  3.79  -0.63
C  1.54  1.34  0.57  0.32
C  1.58  0.89  1.97  -0.29
C  1.30  2.76  0.21  -0.26
C  1.39  1.85  2.94  -0.20
C  1.21  3.73  1.21  -0.20
C  1.24  3.25  2.57  -0.05
O  1.60  0.56  -0.53  -0.67
H  1.84  -0.11  2.17  0.21
H  1.25  -0.36  -0.24  0.50
H  1.10  3.06  -0.78  0.21
H  1.16  1.77  4.00  0.22
H  1.08  4.73  0.99  0.21
H  2.05  4.80  4.04  0.22
H  1.25  3.57  4.73  0.21
H  0.27  4.80  3.88  0.19


Which of them is the most stable, and which is the least stable? a and b, in that order.


a | Here is a cluster of 2 separate species, C16H17NO in total from the OMol25 dataset. Energies are from wB97M-V/def2-TZVPD.

- total charge = 0
- highest occupied orbital energy (eV) = -7.815
- SMILES = Cc1c[nH]c2ccccc12.Cc1ccc(O)cc1

Each line ends with the natural charge from an NBO analysis.
Positions of all 35 atoms, in Å:
C  -0.93  0.49  -3.96  -0.62
C  0.75  1.18  -2.01  -0.11
C  -0.05  1.41  -3.16  -0.09
C  1.26  2.44  -1.59  0.15
C  -0.08  2.77  -3.37  -0.03
C  2.09  0.22  -0.25  -0.23
C  2.31  1.51  0.27  -0.22
C  1.33  0.06  -1.40  -0.19
C  1.99  2.66  -0.41  -0.25
N  0.73  3.39  -2.44  -0.53
H  2.49  -0.62  0.28  0.22
H  3.01  1.61  1.10  0.21
H  1.22  -0.92  -1.86  0.22
H  2.09  3.66  -0.01  0.22
H  -1.59  -0.04  -3.29  0.21
H  -0.34  -0.19  -4.58  0.21
H  -0.62  3.33  -4.11  0.21
H  0.99  4.36  -2.54  0.41
H  -1.53  1.00  -4.71  0.22
C  -1.04  -0.94  4.97  -0.63
C  -0.97  -0.99  1.18  -0.26
C  -1.05  -2.37  0.94  0.28
C  -1.17  -0.60  2.49  -0.18
C  -1.10  -1.51  3.56  -0.04
C  -1.23  -3.30  1.96  -0.25
C  -1.22  -2.85  3.28  -0.21
O  -0.84  -2.94  -0.32  -0.71
H  -0.81  -0.25  0.41  0.23
H  -0.97  0.43  2.77  0.20
H  -1.40  -4.32  1.66  0.22
H  -1.54  -2.62  -0.93  0.48
H  -0.70  -1.75  5.62  0.21
H  -1.93  -0.54  5.45  0.22
H  -1.40  -3.57  4.07  0.21
H  -0.38  -0.07  4.95  0.21


b | Here is a cluster of 2 separate species, C16H17NO in total from the OMol25 dataset. Energies are from wB97M-V/def2-TZVPD.

- total charge = 0
- highest occupied orbital energy (eV) = -7.949
- SMILES = Cc1c[nH]c2ccccc12.Cc1ccc(O)cc1

Each line ends with the natural charge from an NBO analysis.
Positions of all 35 atoms, in Å:
C  -4.04  -0.19  -0.95  -0.67
C  -1.55  -0.62  1.79  0.17
C  -2.00  -0.86  0.42  -0.12
C  -3.37  -0.45  0.39  -0.08
C  -3.71  0.12  1.60  -0.02
C  -0.27  -1.08  2.28  -0.26
C  0.50  -1.78  1.46  -0.22
C  0.02  -2.20  0.10  -0.24
C  -1.14  -1.57  -0.42  -0.20
N  -2.65  0.00  2.51  -0.52
H  0.08  -0.58  3.25  0.21
H  1.45  -2.22  1.99  0.22
H  -2.50  0.19  3.39  0.40
H  0.74  -2.74  -0.59  0.22
H  -4.47  0.74  1.71  0.20
H  -1.44  -1.84  -1.43  0.22
H  -4.85  0.58  -0.88  0.22
H  -4.36  -1.09  -1.46  0.23
H  -3.66  0.63  -1.45  0.23
C  1.17  -0.35  -2.59  -0.63
C  2.54  -0.20  -0.34  -0.17
C  1.88  0.35  -1.45  -0.06
C  3.17  0.53  0.64  -0.29
C  3.13  1.87  0.36  0.29
C  1.84  1.71  -1.69  -0.19
C  2.56  2.54  -0.79  -0.25
O  3.55  2.86  1.28  -0.71
H  2.63  -1.32  -0.44  0.21
H  3.67  0.18  1.56  0.23
H  0.40  -1.11  -2.11  0.22
H  1.79  -0.93  -3.38  0.22
H  1.44  2.15  -2.59  0.21
H  4.26  2.62  1.81  0.47
H  2.65  3.64  -0.81  0.23
H  0.54  0.42  -3.15  0.21


Which of them is the most stable, and which is the least stable? a and b, in that order.


a | Here is a cluster of 2 separate species, C4H13NP in total from the OMol25 dataset. Energies are from wB97M-V/def2-TZVPD.

- total charge = +1
- highest occupied orbital energy (eV) = -13.412

Each line ends with the natural charge from an NBO analysis.
Positions of all 19 atoms, in Å:
C  2.63  -1.23  0.05  -0.45
C  -0.68  0.55  0.52  -1.07
C  -3.74  0.34  -0.11  -0.87
C  3.27  0.91  -0.31  0.00
N  2.27  0.19  -0.09  -0.43
P  -1.99  -0.21  -0.40  1.04
H  3.45  -1.46  0.86  0.21
H  1.70  -1.72  0.37  0.19
H  2.92  -1.48  -0.91  0.21
H  -0.72  1.69  0.58  0.29
H  0.43  0.49  0.20  0.37
H  -0.58  0.18  1.47  0.28
H  -3.98  1.30  -0.24  0.26
H  -3.90  0.18  0.90  0.26
H  -4.44  -0.29  -0.64  0.28
H  4.26  0.68  -0.29  0.17
H  3.00  1.92  -0.37  0.17
H  -2.12  -1.54  0.15  0.04
H  -1.78  -0.50  -1.74  0.05


b | Here is a cluster of 2 separate species, C4H13NP in total from the OMol25 dataset. Energies are from wB97M-V/def2-TZVPD.

- total charge = +1
- highest occupied orbital energy (eV) = -13.099

Each line ends with the natural charge from an NBO analysis.
Positions of all 19 atoms, in Å:
C  1.94  -0.45  -1.85  -0.46
C  -0.69  -0.52  0.32  -1.07
C  -3.01  1.06  1.34  -1.00
C  2.94  -0.89  0.25  0.02
N  1.95  -0.51  -0.41  -0.45
P  -1.66  0.98  0.26  1.15
H  2.69  0.22  -2.29  0.23
H  2.35  -1.44  -2.31  0.22
H  0.93  -0.24  -2.08  0.20
H  -0.59  -0.94  1.34  0.27
H  0.48  -0.30  0.04  0.35
H  -1.12  -1.30  -0.40  0.28
H  -2.60  1.31  2.31  0.28
H  -3.58  0.15  1.45  0.29
H  -3.58  1.98  1.18  0.29
H  3.99  -1.10  -0.04  0.19
H  2.67  -1.03  1.39  0.18
H  -2.24  0.97  -0.94  0.01
H  -0.86  2.07  0.46  0.03


Which of them is the most stable, and which is the least stable? b and a, in that order.


a | Here is a cluster of 2 separate species, C2H6O4 in total from the OMol25 dataset. Energies are from wB97M-V/def2-TZVPD.

- total charge = 0
- highest occupied orbital energy (eV) = -10.482
- SMILES = O=COCO.O

Each line ends with the natural charge from an NBO analysis.
Positions of all 12 atoms, in Å:
O  0.40  1.43  -6.56  -0.96
H  -0.01  1.10  -7.40  0.46
H  -0.08  0.96  -5.85  0.49
O  0.21  0.44  -4.17  -0.56
O  0.00  0.00  0.00  -0.70
O  0.70  -0.13  -2.17  -0.49
C  -0.20  -0.03  -3.15  0.66
C  0.36  -0.85  -1.02  0.21
H  -0.95  -0.16  0.16  0.48
H  -1.22  -0.29  -2.82  0.11
H  -0.51  -1.51  -1.21  0.13
H  1.20  -1.48  -0.70  0.18


b | Here is a cluster of 2 separate species, C2H6O4 in total from the OMol25 dataset. Energies are from wB97M-V/def2-TZVPD.

- total charge = 0
- highest occupied orbital energy (eV) = -6.819

Each line ends with the natural charge from an NBO analysis.
Positions of all 12 atoms, in Å:
C  1.14  -0.21  -0.46  0.27
C  -1.21  0.15  -0.37  0.37
O  1.54  -1.33  0.14  -0.71
O  1.53  0.92  0.45  -0.79
O  -1.25  1.35  0.16  -0.69
O  -1.48  -0.87  0.50  -0.71
H  1.47  -0.05  -1.53  0.14
H  -1.58  -0.07  -1.36  0.15
H  1.72  -1.12  1.04  0.49
H  0.96  1.69  0.24  0.49
H  -1.33  1.20  1.22  0.51
H  -1.49  -1.66  -0.02  0.49


Which of them is the most stable, and which is the least stable? a and b, in that order.